# 1
The following is a quantum chemistry calculation of a 2-piece molecular cluster, C4H9O4S2 overall, from the OMol25 dataset.

Last column: Mulliken charge in e.
Element x y z (Å)
C  -1.02  -1.25  -1.23  -0.2278
C  -0.62  -2.19  -0.17  -0.8809
C  1.64  0.53  1.14  -0.9565
C  -1.43  1.71  -1.08  -1.0070
O  2.33  -1.33  -0.54  -0.6733
O  2.12  0.88  -1.54  -0.6967
O  -1.22  0.21  1.14  -0.5914
O  -3.22  0.08  -0.34  -0.6948
S  1.47  -0.13  -0.69  0.7130
S  -1.76  0.16  -0.24  1.0916
H  -1.22  -2.23  0.66  0.4389
H  0.37  -2.08  0.16  0.2711
H  -0.64  -3.17  -0.66  0.2682
H  1.40  1.55  1.20  0.3342
H  1.09  -0.08  1.72  0.3307
H  2.83  0.39  1.31  0.2664
H  -2.06  2.53  -0.82  0.3916
H  -0.34  2.00  -1.09  0.2575
H  -1.60  1.56  -2.09  0.3653

Calculated values
relative energy (zero: lowest compared OMol25 entry of this formula, charge and spin): 1.518 eV
net charge: -1
gap between HOMO and LUMO (alpha / beta): 7.064 / 7.069 eV

---

# 2
The following is a quantum chemistry calculation of a 2-piece molecular cluster, C4H9OP overall, from the OMol25 dataset.

Last column: Mulliken charge in e.
Element x y z (Å)
C  0.18  -2.19  1.16  -0.4888
C  0.61  -1.03  0.67  -0.3644
C  0.11  1.47  -2.04  -0.7267
C  -0.58  0.65  0.06  -0.3670
O  0.16  1.57  -0.67  -0.3094
P  -1.11  1.26  1.71  -0.0271
H  0.74  -3.05  1.33  0.2950
H  -0.87  -2.40  1.45  0.1829
H  1.61  -0.69  0.54  0.3342
H  0.93  1.98  -2.56  0.2456
H  -0.83  2.00  -2.28  0.2972
H  0.28  0.47  -2.38  0.3446
H  -1.25  0.21  -0.58  0.5727
H  0.14  1.07  2.13  0.0283
H  -1.39  0.12  2.29  -0.0171

Calculated values
relative energy (zero: lowest compared OMol25 entry of this formula, charge and spin): 4.499 eV
gap between HOMO and LUMO: 9.176 eV

---

# 3
The following is a quantum chemistry calculation of a 2-piece molecular cluster, C4H9OS overall, from the OMol25 dataset.

Last column: Mulliken charge in e.
Element x y z (Å)
C  0.60  1.98  -1.52  -0.7824
C  -0.08  2.95  -0.92  0.1471
O  0.55  4.00  -0.33  -0.4813
H  0.06  1.21  -2.04  0.2766
H  1.68  1.93  -1.53  0.2370
H  -1.16  2.90  -0.89  0.2641
H  -0.08  4.53  0.15  0.3430
C  -1.32  -1.11  0.12  -0.8478
C  -0.04  -1.92  -0.06  -0.4402
S  0.34  -2.97  1.35  -0.1068
H  -1.28  -0.62  1.09  0.2887
H  -2.16  -1.80  0.19  0.3287
H  -1.44  -0.38  -0.67  0.2092
H  0.81  -1.26  -0.25  0.2502
H  -0.09  -2.58  -0.94  0.3140

Calculated values
relative energy (zero: lowest compared OMol25 entry of this formula, charge and spin): 0.465 eV
⟨S²⟩: 0.753
multiplicity: 2
gap between HOMO and LUMO (alpha / beta): 9.881 / 7.021 eV

---

# 4
The following is a quantum chemistry calculation of a 2-piece molecular cluster, C4H9OS2 overall, from the OMol25 dataset.

Last column: Mulliken charge in e.
Element x y z (Å)
C  1.16  -0.17  0.91  -1.3590
C  -0.18  -1.49  -0.78  -1.5328
C  -0.11  1.05  -0.84  -1.4784
C  -0.01  -0.18  0.00  1.2634
O  -2.72  -0.29  0.22  -0.5055
S  -0.44  3.13  1.84  -0.7921
S  -1.54  -0.16  1.09  0.3932
H  1.24  0.66  1.64  0.2841
H  0.90  -0.94  1.71  0.3501
H  2.12  -0.34  0.36  0.3228
H  0.86  -1.60  -1.40  0.2920
H  -0.93  -1.58  -1.53  0.3830
H  -0.18  -2.27  -0.05  0.4166
H  -1.13  1.38  -1.13  0.3309
H  0.42  1.87  -0.30  0.2875
H  0.53  0.94  -1.74  0.3440

Calculated values
relative energy (zero: lowest compared OMol25 entry of this formula, charge and spin): 2.335 eV
net charge: -1
gap between HOMO and LUMO (alpha / beta): 5.910 / 6.025 eV

---

Asked for F_max across the records above, the calculation gives 6.2, 4.1, 1.0, 4.3 eV Å⁻¹ in order.